(1)
Below is C6H12N2O in the gas phase at a distorted geometry, with properties calculated with ωB97M-V with the def2-TZVPD basis set.

Computed properties:
Frontier orbital gap, eV: 7.3563

Each line ends with the Mulliken charge.
Atoms and positions in Å:
O: 0.64710 -0.84296 -0.32696  -0.36
N: -1.68944 2.01080 -0.10908  -1.24
N: -1.05434 0.87155 -0.28530  0.73
C: 1.99339 -0.85480 0.12717  -0.46
C: 1.32856 1.35600 0.35326  -0.84
C: 0.26592 0.42991 -0.09156  0.47
C: -1.81869 -0.31309 -0.68337  -0.66
C: -2.15243 -1.41563 0.56148  -0.87
C: 2.51648 0.49581 -0.05736  -0.41
H: -2.58079 1.84471 -0.61280  0.22
H: 1.93244 -1.01071 1.16735  0.29
H: 1.16712 1.43375 1.37624  0.28
H: 3.55603 0.57588 0.43614  0.30
H: 1.26182 2.27675 -0.08088  0.41
H: -2.75550 0.02416 -1.13486  0.46
H: -1.26437 -1.52496 1.18229  0.28
H: -2.31661 -2.40866 0.04428  0.26
H: -1.25775 -0.78029 -1.43730  0.32
H: -3.11932 -1.12681 1.08838  0.27
H: 2.82240 0.67853 -1.10718  0.26
H: 2.51798 -1.71994 -0.40994  0.28

Cartesian forces (eV/Å) of the 3 atoms listed first:
O -0.54 0.02 -0.40
N 0.23 0.67 -0.13
N 3.64 -4.63 0.28

***

(2)
Below is a gas-phase ion, C2H7N2 (charge +1) at a distorted geometry, with properties calculated with ωB97M-V with the def2-TZVPD basis set.

Computed properties:
Structure (SMILES): C/[NH+]=C/N
Frontier orbital gap, eV: 12.0685
Net charge: +1

Each line ends with the Mulliken charge.
Atoms and positions in Å:
N: -0.65819 -0.53825 -1.76265  -0.28
N: 0.25940 0.39704 0.13714  -0.21
C: 0.60384 0.43262 1.53264  -0.79
C: -0.59041 -0.36139 -0.46030  0.31
H: -1.28430 -1.05917 -2.34586  0.25
H: 0.12911 -0.36466 2.06257  0.35
H: 1.02698 0.69150 -0.64760  0.29
H: 1.65801 0.33507 1.65383  0.31
H: -0.05940 0.02495 -2.26354  0.15
H: 0.29861 1.33564 1.86613  0.33
H: -1.38367 -0.89334 0.22765  0.28

Cartesian forces (eV/Å) of the 3 atoms listed first:
N -0.33 -0.19 1.10
N 3.34 0.40 -4.58
C 0.45 -1.70 -0.69

***

(3)
Below is a molecular structure, C7H9Se4Tc, with properties calculated with ωB97M-V with the def2-TZVPD basis set.

Computed properties:
Multiplicity: 2
Frontier orbital gap (alpha / beta), eV: 6.2464 / 5.9176
Net charge: +1

Each line ends with the Mulliken spin population.
Atoms and positions in Å:
Tc: -0.26893 -0.73581 -0.10853  -0.11
Se: 0.19815 -2.66675 1.15009  0.24
Se: 0.49610 -4.47208 -0.28678  0.20
Se: -0.97570 -4.11188 -1.96840  0.25
Se: -1.34300 -1.81509 -1.94821  0.37
C: -1.81958 1.09946 0.65278  0.04
C: 0.39812 0.91736 1.63928  0.02
C: -0.97153 0.60146 1.66073  -0.02
C: 0.06385 2.20418 -0.38237  0.03
C: -1.28997 1.88551 -0.37195  -0.02
C: 0.90022 1.73314 0.62770  -0.01
C: 1.59634 -0.80254 -1.00812  0.03
H: 2.37485 -0.79094 -0.24681  0.00
H: -2.87618 0.87049 0.67284  0.00
H: 1.95265 1.98362 0.61690  0.00
H: 1.72268 -1.66166 -1.66193  -0.01
H: -1.37698 0.02332 2.47947  0.00
H: 0.46397 2.82917 -1.16920  0.00
H: 1.64442 0.11035 -1.61012  -0.01
H: 1.05037 0.54067 2.41490  0.00
H: -1.93987 2.25801 -1.15228  0.00

Cartesian forces (eV/Å) of the 3 atoms listed first:
Tc -0.39 0.58 0.27
Se -0.11 0.72 -0.55
Se 0.12 -0.10 0.38

***

(4)
Below is C21H24BrN3O3 in the gas phase at a distorted geometry, with properties calculated with ωB97M-V with the def2-TZVPD basis set.

Computed properties:
Structure (SMILES): CCc1ccc(NC(=O)C/C(C)=N/NC(=O)COc2ccc(C)cc2Br)cc1
Frontier orbital gap, eV: 8.6976

Each line ends with the Mulliken charge.
Atoms and positions in Å:
Br: 4.77951 -1.08720 -0.71368  -0.10
O: 3.18288 -1.51226 1.70267  -0.53
O: 0.93603 0.62629 3.24160  -0.58
O: -0.17826 2.47286 -2.11009  -0.65
N: -0.57040 2.12845 0.11740  -0.10
N: 1.94419 2.11002 1.20851  -0.47
N: 2.63819 1.11908 1.81667  -0.15
C: -2.88009 -0.42232 1.36467  -0.82
C: 0.07938 2.65784 -0.94048  0.63
C: 2.11544 -1.15694 -1.75933  -0.45
C: 0.16515 -1.50707 -0.43047  -0.29
C: 2.88627 -1.27363 -0.62209  -0.15
C: 0.94020 -1.61467 0.71099  -0.35
C: -3.41792 0.00770 -0.92101  -0.59
C: -2.40977 0.95125 -0.99387  -0.66
C: -1.86738 0.51413 1.30777  -0.43
C: 0.73111 -1.25105 -1.67233  0.44
C: -4.12568 -3.11661 -0.10156  -1.08
C: -3.66683 -0.69469 0.25082  0.78
C: -4.72053 -1.76416 0.29801  -1.11
C: -0.11834 -1.02295 -2.88001  -1.59
C: 2.69167 -1.00897 2.92838  -0.52
C: 1.25492 3.55082 -0.49603  -1.13
C: -1.61619 1.19853 0.12032  0.59
C: 3.55048 2.44624 -0.66629  -1.45
C: 2.31996 -1.48329 0.63375  0.42
C: 1.98274 0.33350 2.71651  0.31
C: 2.29537 2.66064 0.11943  1.12
H: -3.31812 -3.39005 0.57443  0.28
H: 1.99534 -1.70403 3.41090  0.35
H: 3.56920 -0.88792 3.56969  0.38
H: -0.90529 -1.60680 -0.34544  0.52
H: 1.64718 4.06914 -1.36891  0.38
H: 2.59062 -0.97047 -2.71072  0.49
H: 0.46273 -1.78570 1.66231  0.41
H: -3.72532 -3.07077 -1.11229  0.27
H: -5.53454 -1.51396 -0.38518  0.36
H: -1.25345 0.70880 2.17537  0.41
H: -0.10567 2.24274 1.01532  0.31
H: -5.13099 -1.83636 1.30705  0.36
H: -4.02592 -0.18282 -1.79405  0.40
H: -0.25855 0.05036 -3.01623  0.19
H: -2.23168 1.49011 -1.90912  0.46
H: 4.30731 1.88593 -0.12275  0.40
H: -1.09698 -1.47822 -2.75588  0.26
H: -3.06306 -0.95232 2.28849  0.40
H: 0.35498 -1.41984 -3.77498  0.53
H: 3.30859 1.90990 -1.58403  0.28
H: 0.88118 4.27307 0.22932  0.37
H: 3.97276 3.40922 -0.94728  0.43
H: -4.88546 -3.89387 -0.06561  0.41
H: 3.52303 0.79232 1.42934  0.27

Cartesian forces (eV/Å) of the 3 atoms listed first:
Br -0.13 -0.02 -0.15
O -0.02 -0.18 -0.15
O -0.12 -0.07 0.14

***

(5)
Below is a molecular structure, C41H31ClN2O5PV at a distorted geometry, with properties calculated with ωB97M-V with the def2-TZVPD basis set.

Computed properties:
Multiplicity: 2
Frontier orbital gap (alpha / beta), eV: 7.4599 / 7.5362
Net charge: +1

Each line ends with the Mulliken spin population.
Atoms and positions in Å:
V: 0.72383 0.89404 -0.36987  1.32
Cl: 2.43408 -3.24434 -7.27507  0.00
P: -1.06170 1.57472 1.33646  -0.02
O: 1.51698 -0.34107 -1.36582  -0.03
O: 0.89209 -2.40643 -0.79482  0.00
O: -1.09941 -0.14829 -1.35812  -0.01
O: 2.57805 -1.06336 0.96206  0.00
O: -0.13703 4.13818 -2.37133  0.00
N: -0.38421 1.94357 -1.62390  -0.03
N: 1.51099 -0.25402 1.38823  -0.02
C: -0.67797 3.06847 -2.42853  0.01
C: -1.36928 3.36030 1.21339  0.00
C: 1.60554 -3.71101 -4.75119  0.00
C: -0.65234 1.27750 3.08791  -0.01
C: -5.02289 -0.75131 1.29215  0.00
C: 1.33955 -3.33304 -3.44771  0.00
C: 2.69521 2.62484 -2.00472  -0.04
C: -1.81158 2.65907 -3.32121  0.00
C: -1.22094 0.92137 -1.96678  -0.01
C: -3.81899 -1.38805 1.02533  0.00
C: -2.23019 3.83266 0.22000  0.00
C: 1.65546 2.56856 0.27078  -0.18
C: 2.05818 -1.08847 -3.95045  0.00
C: -2.13710 1.34162 -3.04326  -0.01
C: 4.71619 1.40131 -2.44550  -0.05
C: -0.65778 4.27431 1.98729  0.00
C: 2.32756 -1.45855 -5.25694  0.00
C: 1.30337 -0.33932 2.64488  0.03
C: 2.09815 -2.77067 -5.64409  0.00
C: -0.81938 5.63689 1.78334  0.00
C: -3.14338 0.67661 -3.71184  0.00
C: -3.50640 2.71883 -4.96989  0.00
C: -3.87549 1.34960 1.50379  0.00
C: 3.68942 2.23129 -2.88113  0.02
C: -3.83019 1.39371 -4.68949  0.00
C: -2.48518 3.37674 -4.28470  0.00
C: -2.39073 5.19408 0.02107  0.00
C: -0.27208 0.74521 5.81184  0.00
C: -2.66428 0.71777 1.21794  -0.02
C: 4.76632 0.98539 -1.11842  0.03
C: 1.26503 -1.64548 -1.63769  0.01
C: -2.64330 -0.65759 0.98675  0.00
C: 1.56550 -2.02158 -3.04308  0.00
C: 0.52481 0.13079 4.86202  0.01
C: 3.78481 1.38660 -0.23645  -0.04
C: -1.45482 1.87400 4.05534  0.00
C: 0.35166 0.38815 3.49794  0.00
C: -1.26643 1.61948 5.40466  0.00
C: -1.68572 6.09720 0.80379  0.00
C: -5.05128 0.61400 1.53174  0.00
C: 2.72781 2.20312 -0.66637  0.01
H: -3.06043 5.55025 -0.75061  0.00
H: 2.24058 -0.07385 -3.62990  0.00
H: 3.82559 1.07017 0.79681  0.00
H: 2.44071 -1.94084 1.36191  0.00
H: 5.48815 1.08943 -3.13684  0.00
H: -2.24320 2.54843 3.74538  0.00
H: -3.90333 2.40734 1.70946  0.00
H: 1.90433 3.28900 -2.32807  -0.01
H: 0.95473 -4.04670 -2.73209  0.00
H: 1.06433 3.44863 0.03537  0.00
H: -4.05606 3.24810 -5.73680  0.00
H: -0.26367 6.33972 2.38946  0.00
H: -2.22659 4.40432 -4.50267  0.00
H: 2.71280 -0.74510 -5.97196  0.00
H: 1.29743 -0.55863 5.17776  0.00
H: -1.80782 7.16031 0.64538  0.00
H: -3.79672 -2.45325 0.83854  0.00
H: 5.57749 0.35571 -0.77859  0.00
H: 0.02621 3.92743 2.75244  0.00
H: -1.90273 2.09867 6.13667  0.00
H: -5.94245 -1.32127 1.31626  0.00
H: -0.11907 0.53707 6.86180  0.00
H: -2.77928 3.13602 -0.39977  0.00
H: 1.95712 -1.01802 3.19104  0.00
H: -3.38775 -0.35307 -3.48801  0.00
H: -4.62671 0.91252 -5.24085  0.00
H: 1.43545 -4.72727 -5.07776  0.00
H: -1.71041 -1.15777 0.75485  0.01
H: -5.98917 1.10836 1.74782  0.00
H: 1.94325 2.54302 1.32081  0.01
H: 3.66894 2.57688 -3.90670  0.00

Cartesian forces (eV/Å) of the 3 atoms listed first:
V -0.41 -0.31 0.20
Cl -0.01 0.01 0.02
P 0.14 0.02 -0.12

***

(6)
Below is C4H3NO2 in the gas phase at a distorted geometry, with properties calculated with ωB97M-V with the def2-TZVPD basis set.

Computed properties:
Structure (SMILES): N#CC(=O)/C=C/O
Frontier orbital gap, eV: 7.2110

Each line ends with the Mulliken charge.
Atoms and positions in Å:
O: 1.19955 1.34090 -0.42171  -0.33
O: -2.18984 -0.45061 1.44248  -0.46
N: -1.65868 -0.23470 -2.07592  -0.47
C: 0.18995 -0.18921 1.06566  -0.76
C: -1.16342 -0.46215 0.85679  0.57
C: 0.90691 0.08029 -0.09749  0.16
C: -1.22213 -0.42818 -1.01515  0.09
H: 1.89558 1.37476 -1.09903  0.42
H: 0.65238 -0.34138 2.03129  0.36
H: 1.38970 -0.68972 -0.68692  0.43

Cartesian forces (eV/Å) of the 3 atoms listed first:
O 0.50 -1.89 1.12
O 0.21 -0.59 -0.52
N 0.57 -0.24 0.65

***

Q: What is the formula in the third record?
A: C7H9Se4Tc